ORCA calculation (wB97M-V/def2-TZVPD) on 2 unconnected molecules or ions with the total composition CH5ISi at a distorted geometry.

```
8
Properties=species:S:1:pos:R:3:forces:R:3:mulliken_charge:R:1
C 0.1018 -0.8638 0.4210 -0.322 -0.547 -3.960 -0.686
Si -0.7958 0.7203 -0.1880 -0.740 -0.554 1.343 0.360
I 3.3060 -0.2170 -0.3747 -1.540 -0.266 0.133 -0.254
H 0.9392 -0.8690 1.0046 1.844 0.054 2.543 0.485
H -0.1419 -1.9027 0.0030 0.226 1.646 0.557 0.259
H -0.5133 1.8075 0.8935 -0.482 -1.022 -0.874 -0.039
H -0.7593 1.3687 -1.5094 0.589 -0.300 -0.122 -0.048
H -2.1366 -0.0440 -0.2500 0.424 0.989 0.380 -0.077
```
Forces are in eV/Å.

Results
orbital gap (alpha / beta): 5.79 / 5.79 eV
LUMO energy (alpha / beta): -3.237 / -3.237 eV
HOMO energy (alpha / beta): -9.0 / -9.0 eV

=====

ORCA calculation (wB97M-V/def2-TZVPD) on a molecular structure, CH5InN2O2 at a distorted geometry.

```
11
Properties=species:S:1:pos:R:3:forces:R:3:mulliken_charge:R:1
In -16.2869 -28.1237 -20.9130 -0.073 0.379 0.964 1.473
O -16.0061 -28.5106 -18.2982 0.177 0.716 -1.608 -0.291
H -16.4296 -29.2153 -17.7493 -0.260 -0.206 -0.532 0.400
C -16.4775 -25.3432 -23.8732 0.675 2.569 -2.502 0.633
O -16.6438 -26.0775 -22.8749 -0.038 -1.053 1.770 -0.547
N -17.2568 -25.2784 -24.9611 -0.318 -1.585 1.517 -0.340
N -15.4988 -24.3744 -23.8843 0.119 -0.801 1.543 -0.339
H -18.0551 -25.8951 -24.9262 -0.136 0.188 -0.632 0.245
H -17.0370 -24.7165 -25.7646 -0.091 -0.030 -0.112 0.237
H -15.5925 -23.4945 -24.3747 -0.187 -0.157 -0.213 0.274
H -14.9223 -24.3232 -23.0529 0.131 -0.020 -0.195 0.256
```
Forces are in eV/Å.

Results
charge: +2
orbital gap: 3.10 eV
LUMO energy: -14.964 eV
HOMO energy: -18.1 eV

=====

DFT total energy for the records above, in order: -17092.302 -13343.381 eV
Relative energy (zero: lowest compared OMol25 entry of this formula, charge and spin) for the records above, in order: 407.2 0.0 kJ/mol